# 1
C23H22AuN4O3S4 | ωB97M-V/def2-TZVPD

XYZ file:
```
57
Properties=species:S:1:pos:R:3:forces:R:3:mulliken_charge:R:1
N -0.031548 -4.868605 0.768564 0.08 0.31 0.45 -0.185
H -0.732644 -2.662982 -3.589264 -0.03 -0.02 -0.03 0.447
N -0.223908 -6.156233 0.436757 0.47 0.12 -0.14 0.388
C -3.094581 -8.164695 2.792225 -0.03 0.07 0.03 -0.684
C -2.072239 -2.297990 -1.963713 0.02 0.01 0.05 0.010
C -3.472150 -4.273418 5.429448 0.01 -0.03 -0.01 -0.458
H -4.819235 -2.603554 5.474396 0.02 0.00 0.02 0.441
C -3.079611 -4.827124 -2.475214 0.02 -0.09 -0.05 -0.686
H -1.055053 -4.757817 3.110886 0.18 0.51 0.66 1.009
O -1.616801 -0.352342 0.380870 1.73 0.42 -0.66 -0.313
S -2.681906 -1.103123 1.170180 -0.49 -1.25 0.19 0.066
H 3.620904 1.785921 -0.247868 0.06 -0.11 -0.09 0.255
C -1.129438 -8.265013 1.400270 0.22 0.08 -0.03 -0.682
Au 0.479936 -0.522685 0.091469 1.39 0.51 -0.05 1.180
O 1.804105 3.348874 0.284084 -0.10 -0.43 -0.04 -0.576
C -3.451239 -2.476671 3.834596 0.00 -0.10 -0.06 -0.593
S 1.557877 -2.742311 0.287981 -0.38 1.46 0.34 -0.306
H -3.832937 -6.185337 3.200825 -0.02 -0.12 -0.08 0.555
C -3.992958 -3.077638 4.962060 -0.06 0.08 -0.04 -0.883
C -1.740163 -2.447941 1.954721 -0.21 0.23 0.07 0.737
O 0.482406 1.567312 0.254736 -1.05 -1.20 -0.10 -0.659
H -1.494307 -3.175826 1.182391 0.01 0.07 -0.09 -0.623
H -4.320091 -1.182112 -0.496133 -0.03 0.08 0.17 0.668
C -2.130471 -6.143380 1.925610 -0.24 -0.65 -1.34 0.179
C -2.399386 -3.082864 3.152073 -0.14 0.16 0.20 0.078
H -2.061358 -9.971111 2.271779 -0.01 -0.01 -0.02 0.392
C -2.414885 -4.874893 4.761478 0.08 0.31 0.31 -0.747
H -1.724318 -1.286224 -1.826094 0.02 0.09 0.02 0.761
C 0.531813 -6.623658 -0.626681 -0.21 -0.83 -0.53 0.143
C -3.601110 -4.066606 -1.440159 0.01 -0.03 0.20 -0.391
C -3.088243 -6.782317 2.689875 -0.19 -0.23 -0.24 -1.024
H -4.435652 -4.450705 -0.866943 0.02 -0.05 0.09 0.373
C 1.631885 2.161533 0.180651 0.60 0.94 -0.04 0.643
C -1.885307 -4.288131 3.624852 0.58 0.91 1.00 -0.331
N 2.751869 1.333919 -0.010213 0.10 0.05 0.20 -0.235
C 0.873739 -4.285166 0.060185 -0.13 -1.04 -0.87 0.245
S 0.474838 -8.066110 -1.420363 -0.02 0.41 0.35 -0.262
H 3.138303 -0.603867 0.352229 0.07 -0.02 0.02 0.419
C -2.027627 -4.340153 -3.235087 0.05 0.01 -0.05 -0.477
H -3.843705 -1.524374 3.500125 -0.07 0.00 0.04 0.430
C -2.101197 -8.896401 2.161544 0.07 0.07 0.05 -0.781
H -3.502093 -5.799074 -2.696703 0.02 0.02 0.05 0.431
H -1.615961 -4.930420 -4.043596 -0.01 -0.02 0.04 0.448
S 1.592785 -5.352951 -1.147971 -0.39 0.41 0.38 -0.087
H -2.129480 -5.069699 1.843825 -0.42 -0.67 -0.78 0.912
H -3.889042 -4.733710 6.314877 0.01 -0.01 0.01 0.423
N 2.605773 -0.025352 -0.295119 -1.41 -0.41 0.34 -0.485
H -4.391564 -2.600405 0.558501 -0.02 0.05 0.06 0.486
H -0.345438 -8.853208 0.963453 0.09 -0.05 -0.20 0.429
H 2.869969 -0.261368 -1.250355 -0.16 -0.09 -0.08 0.320
H -3.859357 -8.661829 3.373329 0.01 -0.02 0.00 0.441
C -3.091332 -2.802490 -1.154712 0.24 -0.10 0.08 0.295
H -0.817175 -1.940390 2.252428 -0.02 0.01 -0.03 0.477
H -1.999769 -5.801966 5.133305 0.02 -0.02 -0.04 0.487
C -3.728134 -1.989975 -0.059131 0.19 0.27 -0.04 -1.298
C -1.530810 -3.069947 -2.980932 0.01 0.03 0.05 -0.809
C -1.164583 -6.882193 1.242572 -0.53 -0.10 0.26 0.005
```
Positions in Å, forces in eV/Å.

Properties
Kohn-Sham gap (alpha / beta)   0.14712 / 0.15142 hartree
Energy   -3062.45722 hartree
HOMO level (alpha / beta)   -10.786 / -10.818 eV
E_LUMO (alpha / beta)   -6.78 / -6.70 eV
Charge   +1



# 2
C2H3F2P | ωB97M-V/def2-TZVPD

XYZ file:
```
8
Properties=species:S:1:pos:R:3:forces:R:3:mulliken_charge:R:1
F -0.764494 1.141655 0.137691 -0.73 0.43 0.10 -0.215
H 1.786779 2.544371 -0.376524 2.84 1.46 1.54 0.365
H 0.784740 -1.415521 0.574881 2.42 -0.32 -0.39 0.270
C -0.232230 -1.311753 0.452973 -2.13 0.97 0.71 -0.649
P -1.174799 -1.392366 -1.169078 0.08 0.98 -0.15 -0.104
F 1.090398 2.190352 -0.768339 -2.27 -1.14 -1.79 -0.366
H -0.716245 -1.658462 1.365441 -0.34 0.02 -0.07 0.225
C -0.774149 -0.098279 -0.217046 0.12 -2.39 0.06 0.474
```
Positions in Å, forces in eV/Å.

Properties
Kohn-Sham gap   0.35026 hartree
Energy   -618.98197 hartree
HOMO level   -8.826 eV
Structure (SMILES)   FC1=PC1.F
E_LUMO   0.71 eV



# 3
FH5Si2 | ωB97M-V/def2-TZVPD

XYZ file:
```
8
Properties=species:S:1:pos:R:3:forces:R:3:mulliken_charge:R:1
H -0.683945 -1.607035 1.007662 -0.41 1.64 0.02 -0.082
F 0.282425 0.719051 -2.088737 0.30 0.82 -1.31 -0.248
Si 0.614731 -0.692490 -1.417162 -1.84 -0.18 -0.53 0.452
H 0.103728 -1.824362 -2.325474 0.10 0.68 0.72 -0.076
H 2.014325 -0.892775 -1.367739 1.30 -0.11 0.34 -0.106
H -1.952841 0.636373 0.361433 0.61 -0.79 -0.42 -0.067
H 0.066083 0.766781 1.436502 0.43 -0.11 0.03 -0.090
Si -0.615954 -0.097402 0.461440 -0.49 -1.96 1.15 0.217
```
Positions in Å, forces in eV/Å.

Properties
Kohn-Sham gap   0.38700 hartree
Energy   -681.83146 hartree
HOMO level   -10.081 eV
Structure (SMILES)   F[SiH2][SiH3]
E_LUMO   0.45 eV



# 4
C42H104N8O2 | ωB97M-V/def2-TZVPD

XYZ file:
```
156
Properties=species:S:1:pos:R:3:forces:R:3:mulliken_charge:R:1
H -2.218490 3.865556 -0.243143 0.35 0.77 0.73 1.217
H 3.680170 3.187256 1.493817 0.14 0.29 -0.38 0.375
H 2.945010 0.200386 2.331887 0.44 0.67 0.10 0.232
H -5.049650 2.821736 -1.467363 -0.72 -0.62 2.22 -0.142
C 4.574860 0.406446 -1.369353 -0.55 -0.55 0.35 -1.640
H -4.399960 2.412126 1.534617 -0.15 -0.09 -0.19 0.952
H -0.503250 0.526306 1.552257 -0.13 0.86 0.48 0.078
H -3.459380 4.016966 1.799907 -0.26 -0.17 0.17 -0.143
C -3.278370 4.320136 3.960647 -0.22 -1.11 -0.57 -1.594
H 5.090270 -1.750704 -1.519803 0.10 1.26 0.75 1.121
C 3.284190 -1.841714 3.942277 -0.72 -0.70 -1.19 -0.093
H -0.455920 -2.709194 0.904217 -2.93 0.03 -0.36 0.513
H 0.703580 1.383916 -3.673953 2.16 -0.93 0.81 -0.296
C -1.011100 0.910256 -0.779863 2.58 -3.79 0.92 3.300
C -0.443520 -0.501714 -0.935283 -0.10 3.81 0.00 0.073
H 1.515770 -1.726094 -1.465163 1.54 -1.98 -2.25 0.732
H -2.520690 4.466716 4.730407 0.05 0.21 -0.18 0.365
C 3.883820 -3.350104 -1.624393 -1.32 -1.81 -0.81 -0.210
H -2.494830 3.179246 -1.603883 -0.30 -0.59 -1.03 -0.422
N -1.599430 3.132866 2.445197 -0.99 0.68 0.44 0.192
C -4.354770 -0.108604 1.727807 -1.89 -0.09 -1.57 -0.721
H 2.926670 0.451086 -3.314433 0.58 -0.24 0.45 0.454
H 4.626120 -1.845674 -2.952083 1.28 -2.72 -2.66 0.776
N 2.833730 -4.382724 -1.553183 0.10 -0.14 0.12 0.383
C -3.133740 -1.655954 4.339757 1.29 -0.69 -0.24 -1.289
H 3.110560 2.162846 -3.202613 0.25 0.33 -0.08 0.281
H 0.031550 2.241876 -4.168253 -1.86 0.42 -0.67 0.639
C -2.883160 -1.978464 2.837187 -0.19 -2.24 1.40 0.889
H -0.464010 1.531696 -0.070913 0.72 -1.97 -0.19 -0.604
H -2.628110 0.964396 -4.809343 -0.05 -0.01 -0.33 0.499
C 4.434110 -6.327024 -1.922743 -0.51 1.02 -0.50 -1.312
C 3.475160 2.446936 -0.600063 0.87 1.16 0.37 -0.374
C -4.857220 0.397296 3.033357 -0.30 0.25 -0.12 -1.792
H -3.303900 1.609396 -1.631713 0.52 0.46 -0.49 -1.594
C 3.842010 -0.356864 2.061797 0.97 -1.55 0.49 0.163
N -1.621010 -1.739874 2.409077 -0.29 -3.69 -0.39 0.458
C 2.737840 -2.503164 1.593087 -0.02 0.98 1.20 -0.225
H -0.031750 -2.439114 -1.279433 0.34 -1.44 -0.65 -0.766
H -0.601510 3.495576 -0.876173 -0.46 0.12 1.28 -0.224
C -5.029220 -1.412304 -0.793033 0.30 -1.08 -0.10 -2.146
H 4.872520 1.944656 1.045767 -0.59 0.91 -0.82 0.450
H -0.982180 -1.283934 3.044777 0.21 -2.38 0.31 1.060
C -4.355270 -0.085494 -0.664643 -0.66 0.91 0.73 0.757
N -4.855100 0.659436 0.527157 0.93 -0.88 0.37 0.368
H 5.290490 0.674006 -2.146773 0.04 0.61 -0.39 0.447
C 4.224670 -1.088614 -1.541363 -0.55 6.43 2.70 -0.691
H 0.841790 2.334126 -2.261683 0.46 -0.89 0.33 -0.742
H -0.386460 4.449796 1.554377 0.44 0.00 -0.36 0.613
H 1.630890 1.033296 -0.136033 -0.47 -0.32 0.26 -0.846
H 0.193430 2.769076 1.421637 0.15 0.00 0.09 0.094
H 0.758350 -4.641194 -1.518953 0.07 -0.54 -0.60 0.641
H 2.607950 -0.201904 0.510677 -1.49 -0.56 -0.96 -1.170
H 4.801530 -3.684464 -1.140523 0.17 -0.56 -0.19 0.527
N 3.620080 -1.709154 2.501987 0.28 -1.84 0.05 0.304
H -0.700600 -1.008044 0.672717 -0.93 -1.07 2.08 -0.651
H 3.640350 -1.232934 -2.450123 -0.48 1.67 1.49 -0.103
H -3.274530 -0.228894 1.809597 -0.06 0.29 -0.77 -0.217
H -0.104960 0.128536 -4.425053 -0.54 -0.13 -0.67 0.368
C -2.089200 1.746456 2.520267 0.79 -0.43 0.14 -0.623
H -3.747890 -0.764444 4.466807 1.29 -0.64 0.77 0.278
H 4.807610 -3.530094 -3.611073 0.03 -0.25 -0.12 0.443
N 3.326230 1.200686 -1.305783 1.02 -0.95 -2.02 1.209
C -4.346450 2.017366 0.520017 -1.22 1.18 -0.98 0.105
H 5.338690 1.079176 1.952927 0.73 -0.74 1.08 0.281
H 0.713830 0.528416 -2.209463 0.68 0.53 -0.12 -0.106
C -0.915820 2.655936 -3.823093 -1.99 2.02 -0.22 -0.883
H 4.582580 -6.235124 -0.846823 -0.18 -0.24 0.03 0.303
H 3.316830 -2.639254 -3.687113 -0.52 -0.28 0.18 0.329
H -0.944460 1.391356 -1.755663 -0.27 -0.51 0.39 0.464
C 1.029510 -2.646744 -1.142613 3.56 -10.85 -7.47 2.354
H 5.288540 -5.845564 -2.398373 0.16 -0.14 -0.03 0.248
H -4.721070 -1.134574 1.691697 -0.29 0.78 -0.92 1.835
C -1.022240 -0.316064 -4.039003 -0.36 -0.55 -0.84 -1.857
H 2.562670 3.040586 -0.655253 -0.19 -0.09 -0.21 0.131
H -2.651310 1.527676 3.428157 0.60 0.90 0.43 1.459
H -6.228090 2.778236 -0.095923 -0.25 -0.21 -0.35 0.554
H 2.710780 -3.312594 5.402357 0.18 0.16 0.24 0.419
H 3.655570 -2.471534 -1.020973 -0.93 -3.77 -0.48 -0.247
H -3.314470 2.090416 0.176817 -0.21 -0.02 0.40 0.531
H 5.012320 0.508636 3.591547 0.52 0.10 0.15 0.498
H -4.046730 5.092566 3.993097 0.20 0.19 -0.02 0.424
C -1.193710 -1.915444 1.021387 -2.79 0.84 0.87 -1.127
H 3.505850 -1.329114 -0.758073 0.60 2.06 0.40 1.103
H 0.923580 -1.798064 -0.489483 -0.68 5.37 5.64 -2.435
H 4.179210 -3.778904 4.556687 0.06 0.09 -0.14 0.361
H -2.816640 1.414526 1.779487 0.89 0.81 -0.09 -0.394
C -2.869460 2.390226 -2.255953 -1.10 0.33 -1.80 1.228
H -5.033400 -1.714684 -1.840243 -0.06 -0.13 -0.02 0.469
H -3.584180 -2.501474 4.859657 -0.45 -0.06 -0.49 0.485
C 1.562020 0.075706 0.380087 -1.20 1.23 -0.21 -0.947
H -3.271450 -0.083494 -0.548573 -0.16 -1.10 -0.28 0.119
H -4.170690 1.194136 3.319427 -1.18 0.11 0.68 0.264
C 1.462340 -3.893034 -1.883323 0.89 -0.52 0.27 -1.847
H -5.070380 4.007996 -0.107673 0.55 0.20 -0.28 0.343
C 3.130030 -5.596564 -2.358893 0.32 0.19 1.48 -0.547
H -1.355640 -0.303804 2.706307 -0.80 4.31 -0.28 -2.109
H 4.022570 -0.377054 0.987047 -0.37 -0.19 0.19 -0.102
H 2.575480 -3.963564 3.844547 0.13 0.26 -0.43 0.297
H -6.057980 -1.372824 -0.434963 0.00 0.18 -0.06 0.393
H -2.370890 5.197286 2.297437 1.03 -0.20 -0.22 0.573
O -3.726370 -2.546944 2.154587 0.76 -0.53 0.58 -0.624
H -1.373050 -1.137154 -4.664183 0.27 -0.01 -0.51 0.580
H 1.193370 0.263386 1.388547 0.11 0.24 -0.09 0.204
H 1.396400 -3.739064 -2.960383 -0.45 -0.12 -0.29 0.423
H -3.796210 3.391036 4.198797 -0.08 -0.10 0.25 0.254
H 2.934210 -2.201394 0.564257 0.22 -0.01 0.53 -1.829
H 3.166010 -5.334224 -3.416233 -0.10 -0.25 -0.32 0.435
H -2.093770 -1.909564 0.406597 -0.01 -0.90 0.19 0.352
H -1.238960 4.609506 -2.781023 -0.17 -0.08 -0.20 0.352
H -1.584080 2.233996 -0.244503 -0.99 3.13 0.92 -1.689
H -4.734960 -0.463614 3.690607 -1.39 1.10 -0.47 0.423
C 1.175900 1.389866 -2.691623 1.34 -0.34 0.72 2.225
C -1.315000 3.277606 -0.081493 0.09 1.33 2.06 0.143
H -3.556960 3.859536 -3.634433 -0.21 0.10 -0.31 0.477
H -0.238340 0.850626 3.299187 0.37 0.54 -0.02 0.563
H -0.743650 -0.822214 -3.114713 -0.33 0.67 -0.98 0.585
H 5.101820 0.532646 -0.423583 0.10 0.02 -0.04 0.340
N 0.678140 -0.829224 -0.343813 1.20 8.18 3.41 1.317
C 3.857650 2.305356 0.878317 -1.22 -0.60 -0.34 -1.710
C -0.678030 3.419766 1.349157 -1.30 0.27 -0.65 -1.518
H 3.930450 -1.221224 4.563107 0.24 -0.22 -0.18 0.482
O -1.005860 -1.332404 -1.613443 -3.24 -0.87 -0.24 -0.738
H -4.516360 -2.192564 -0.230663 -0.06 -0.05 0.03 0.331
N -1.803310 1.781826 -3.055913 -0.26 0.08 -1.48 1.119
C -3.999970 3.014326 -3.107673 0.53 0.49 -0.61 -1.853
H 5.988680 -0.499724 2.474407 -0.27 -0.18 -0.01 0.300
C 1.225950 -2.311684 1.833467 1.63 -1.00 0.95 -0.148
C 5.150500 0.192096 2.557717 -0.15 0.79 0.99 -1.978
H -2.064760 0.813946 -0.517903 0.71 -0.17 0.10 -1.018
H 4.388690 -7.368804 -2.240153 0.10 0.04 0.13 0.417
H -4.804180 3.386496 -2.472983 0.80 0.78 -1.63 0.721
H 0.876710 -2.836724 2.722557 0.06 0.00 0.11 0.421
H 0.301720 4.362666 -3.616683 0.07 0.22 0.10 0.442
C -2.681500 4.182316 2.545327 0.24 -0.28 0.51 0.002
H -2.990780 -0.003974 -3.397313 -0.18 0.44 0.49 0.235
H -1.468030 3.038746 -4.681353 -0.03 0.07 -0.57 0.493
H 1.240770 -2.921394 -0.109153 0.85 -0.44 -1.27 0.770
C 4.180680 -2.835474 -3.052003 1.05 -2.03 -1.94 -1.664
H -0.044290 3.551926 -2.075223 0.15 0.70 -1.13 0.097
C -0.981550 0.702106 2.515807 0.48 1.02 0.24 -0.530
H 0.708980 -2.770264 0.990527 1.57 -0.04 2.00 0.467
C 3.208410 -3.299024 4.432677 0.21 0.13 0.40 -1.446
H 4.287150 3.057706 -0.994663 0.03 0.39 -0.80 0.565
H -4.501510 2.369886 -3.829653 0.35 -0.32 -0.08 0.408
H 3.015500 -3.556804 1.622177 -0.12 -0.06 0.20 0.685
C 2.709680 1.301586 -2.668173 -0.57 0.32 0.17 -2.590
H 2.309620 -6.281024 -2.143163 -0.18 0.03 -0.39 0.484
H 0.900180 -1.271824 1.859067 0.37 -0.72 0.48 0.409
C -5.197210 2.964756 -0.396903 -0.53 -0.97 1.82 -2.368
H 2.271700 -1.468154 4.095317 -0.39 0.51 0.12 -0.008
H -4.524450 0.440666 -1.604123 -0.51 0.35 0.29 0.168
H -5.906800 0.676586 2.941337 0.10 0.25 0.22 0.292
C -0.472120 3.874146 -3.024563 0.23 0.30 -0.28 -0.411
H 3.170500 1.549506 1.258597 0.39 0.51 0.24 0.756
H -2.161000 -1.606314 4.829067 0.09 0.60 0.14 0.346
C -2.225810 0.622806 -3.855633 1.38 -0.07 0.22 -0.550
```
Positions in Å, forces in eV/Å.

Properties
Kohn-Sham gap   0.31071 hartree
Energy   -2250.06776 hartree
HOMO level   -7.847 eV
E_LUMO   0.61 eV



Number 4 is which compound?
C42H104N8O2



Which of these has the highest energy?
C2H3F2P



What is the energy in the third record?
-681.83146 hartree



What is the formula in the fourth record?
C42H104N8O2